No. 1
2 unconnected molecules or ions with the total composition C12H25BF3N4O3. Source: the OMol25 dataset; level of theory: ωB97M-V/def2-TZVPD.

```
48
Properties=species:S:1:pos:R:3:lowdin_charge:R:1
C -1.70 0.38 -5.21 -0.03
H -0.28 -0.63 1.26 0.15
H 1.13 2.75 -1.10 0.13
C -0.46 1.05 -1.83 -0.13
C -0.63 -0.53 0.13 -0.18
H 3.12 4.34 -1.03 0.12
H 3.55 2.88 -3.12 0.13
H -0.78 -0.15 -5.73 0.11
O -2.45 -2.73 4.11 0.00
H -0.09 -1.76 -1.82 0.13
H 4.89 3.55 -0.91 0.14
C -1.36 -4.26 2.65 -0.47
H 2.48 2.34 0.57 0.03
H 1.22 2.92 -2.97 0.13
N 1.01 0.88 -2.26 -0.08
C 3.25 2.32 -2.11 -0.15
N -1.49 1.37 -2.68 0.26
C 0.44 -1.31 -0.86 -0.13
N 3.41 2.82 0.50 -0.06
O -1.49 -4.58 5.08 0.16
H -0.96 -2.22 6.35 0.08
H 0.96 -2.24 -0.32 0.14
F -0.39 -5.22 2.58 0.15
H 3.27 3.71 1.07 0.09
H -1.42 -0.73 5.54 0.08
C 3.72 3.32 -0.89 -0.28
H 2.06 0.31 -0.34 0.13
H 3.79 1.29 -2.14 0.12
N -0.73 0.90 -0.35 0.00
C -2.91 -2.30 5.41 -0.21
C -1.81 -1.56 6.14 -0.06
H -0.11 1.54 0.22 0.13
C 1.61 2.25 -2.07 -0.19
F -2.42 -4.75 1.94 0.15
H 0.21 2.60 -5.09 0.14
H 2.41 -0.75 -1.87 0.15
H -2.33 0.88 -6.07 0.10
F -0.89 -3.20 1.94 0.12
B -1.27 1.58 -4.17 -0.37
H -2.37 -0.39 -4.66 0.08
O -0.71 2.84 -4.72 0.03
H -2.18 -1.17 7.09 0.09
H -3.29 -3.15 5.99 0.13
H -2.46 1.48 -2.26 0.20
H -3.75 -1.62 5.23 0.13
C -1.74 -3.90 4.08 -0.32
H -1.68 -1.03 -0.06 0.13
C 1.56 -0.15 -1.29 -0.18
```

Values from the calculation:
- Multiplicity: 1
- Calculated total energy: -1241.09124 Eh
- Net charge: +1
- Frontier orbital gap: 7.69 eV
- M: 341.16 g/mol

No. 2
6 unconnected molecules or ions with the total composition C5H19O7. Source: the OMol25 dataset; level of theory: ωB97M-V/def2-TZVPD.

```
31
Properties=species:S:1:pos:R:3:lowdin_charge:R:1
O -0.90 0.46 -0.84 -0.11
H 1.02 -2.23 2.42 0.06
H -0.75 -1.60 1.53 0.09
O 0.91 -0.75 -0.34 0.00
C -0.08 0.30 2.39 -0.20
H 2.20 -1.35 -2.58 -0.02
H 2.58 -1.93 2.97 0.07
C 1.39 -0.10 2.63 -0.27
H 0.53 -0.48 -3.42 0.04
H 1.94 0.07 1.70 0.10
H -1.84 -0.17 1.27 0.10
O -2.37 -1.15 -2.47 -0.08
C 1.56 -1.54 3.07 -0.12
H -2.97 -0.67 -3.04 0.03
H -1.81 1.74 -0.24 -0.01
H 1.85 0.57 3.35 0.09
H -0.10 1.29 1.95 0.10
C -0.21 -0.30 -0.07 -0.62
H -0.09 3.10 -3.20 0.02
H -0.56 0.22 3.37 0.10
C -0.82 -0.55 1.33 -0.11
H -1.79 -0.57 -1.92 -0.01
H 1.18 -1.67 4.09 0.07
O 0.44 -1.44 -3.57 -0.07
O -2.20 2.63 -0.01 -0.10
H -0.75 3.07 -1.83 0.00
H 2.37 -0.47 -1.43 -0.01
O -0.91 3.34 -2.74 -0.07
H -2.29 2.64 0.94 0.01
H -0.45 -1.58 -3.21 0.01
O 2.92 -0.88 -2.13 -0.12
```

Values from the calculation:
- Multiplicity: 1
- Relative energy (zero: lowest compared OMol25 entry of this formula, charge and spin): 0.0000 eV
- Calculated total energy: -728.70518 Eh
- Net charge: -1
- Frontier orbital gap: 9.29 eV
- M: 191.20 g/mol

No. 3
17 unconnected molecules or ions with the total composition C54H142O17. Source: the OMol25 dataset; level of theory: ωB97M-V/def2-TZVPD.

```
213
Properties=species:S:1:pos:R:3:lowdin_charge:R:1
H -23.78 7.14 18.26 0.12
H -25.46 2.28 15.92 0.11
H -20.73 -6.90 18.77 0.07
C -19.99 -7.24 25.96 -0.09
H -14.37 2.51 23.34 0.06
O -19.50 -9.49 19.75 -0.16
H -21.05 -1.89 30.75 0.07
C -21.17 -0.68 22.90 -0.29
C -18.80 2.54 28.52 -0.06
O -25.93 -2.04 26.62 -0.05
H -19.13 4.01 21.57 0.04
O -24.12 0.81 16.68 -0.17
H -18.63 1.90 23.01 0.05
H -25.65 0.00 26.46 0.13
H -18.96 -6.88 25.96 0.09
H -22.93 -4.76 19.37 0.07
H -21.51 2.50 16.95 0.06
H -19.78 5.88 28.58 0.07
H -21.66 7.35 22.45 0.09
H -25.63 -5.08 24.18 0.06
H -14.55 -4.94 24.74 0.08
O -22.94 3.54 20.89 -0.10
O -14.40 -2.51 23.49 -0.15
H -18.44 4.08 25.11 0.10
H -14.25 4.27 23.45 0.08
H -19.70 -2.98 30.31 0.07
H -18.08 5.46 28.50 0.08
C -18.97 -1.06 26.83 -0.30
H -20.07 -2.06 24.12 0.06
H -24.44 2.37 13.70 0.08
C -24.03 0.84 18.08 -0.28
C -14.35 -1.10 23.56 -0.27
H -16.41 -1.14 23.13 0.06
O -28.05 -3.79 23.97 -0.08
C -23.85 -1.22 26.79 -0.07
C -17.57 -10.84 19.45 -0.08
H -26.21 -1.37 24.29 0.07
H -28.42 -3.41 23.17 0.09
H -21.75 5.67 22.13 0.07
H -17.02 -10.14 18.83 0.07
H -17.22 -11.87 19.39 0.08
H -23.68 2.75 24.51 0.11
C -22.79 3.36 24.66 -0.38
H -17.21 -10.58 20.44 0.07
C -22.78 -3.97 20.11 -0.06
H -20.62 -7.23 20.45 0.05
H -22.44 6.11 17.98 0.12
C -21.95 3.13 25.96 -0.04
H -20.95 -9.58 22.93 0.11
H -19.48 -11.42 19.88 0.09
H -21.52 2.14 25.98 0.06
C -24.42 1.96 15.88 -0.27
C -20.96 -2.09 23.49 -0.05
C -22.38 6.97 20.52 -0.21
H -20.21 -0.18 22.74 0.10
H -16.65 2.89 22.17 0.10
H -23.10 -0.45 26.59 0.06
C -14.65 3.45 22.86 -0.06
H -22.42 3.30 22.81 0.05
H -23.25 1.30 14.17 0.07
H -16.87 -0.50 26.87 0.08
H -26.26 0.97 18.49 0.08
H -19.74 2.17 24.29 0.05
H -20.74 -9.17 18.16 0.11
C -21.74 -6.30 29.04 -0.08
H -19.35 -11.05 18.21 0.13
H -23.07 4.39 20.46 0.02
H -19.42 -11.19 21.93 0.05
H -17.27 -2.09 26.17 0.08
O -24.09 -6.27 28.88 -0.18
C -19.31 3.74 29.26 -0.49
H -17.62 -0.51 25.30 0.05
H -13.42 -0.64 23.24 0.12
C -27.72 -5.09 23.68 -0.35
H -22.14 -7.45 19.59 0.07
H -24.67 5.13 16.96 0.08
H -23.75 -1.35 27.87 0.07
H -28.46 -5.32 22.92 0.11
H -20.02 -6.82 23.90 0.11
H -21.30 0.77 16.43 0.07
H -17.72 -5.13 23.01 0.08
H -23.42 -2.10 26.32 0.07
H -18.74 -3.36 21.49 0.10
H -25.73 -6.91 26.09 0.06
H -20.80 -2.83 22.71 0.05
C -19.20 -10.75 22.91 -0.05
C -24.29 3.13 21.14 -0.29
C -26.23 -5.29 23.30 -0.06
H -17.77 2.66 28.17 0.09
C -19.25 3.77 20.51 -0.07
H -24.67 3.05 20.12 0.09
H -23.18 0.21 18.35 0.11
H -20.76 -5.88 28.80 0.07
H -18.33 1.82 20.50 0.10
C -13.50 -3.27 24.22 -0.33
H -24.53 4.33 22.96 0.05
H -23.98 -7.09 26.56 0.06
H -21.82 -6.49 30.11 0.08
H -19.40 2.39 27.62 0.06
H -24.84 5.09 21.53 0.06
H -26.05 4.00 22.22 0.09
C -24.99 4.12 21.99 -0.07
C -20.09 -1.96 30.24 -0.07
H -28.02 -5.61 24.59 0.11
C -25.24 -6.16 28.02 -0.23
H -21.34 -2.34 20.39 0.08
O -19.63 -8.82 24.39 -0.15
C -17.57 -1.05 26.25 -0.06
H -18.90 1.68 29.18 0.08
H -21.75 -7.23 28.46 0.07
H -24.82 0.66 14.22 0.08
H -23.09 4.41 24.64 0.11
C -21.71 -2.98 19.58 -0.31
H -14.19 3.43 21.88 0.08
H -19.73 0.28 18.32 0.12
H -20.70 -0.42 28.83 0.11
H -16.65 -3.73 22.77 0.06
C -15.51 -0.65 22.76 -0.09
H -23.89 1.88 18.39 0.08
C -20.73 -9.09 19.24 -0.28
C -24.25 4.99 17.95 -0.06
H -20.38 3.71 29.47 0.14
H -25.12 4.94 18.60 0.08
H -17.69 -3.77 20.18 0.12
H -16.24 4.57 22.16 0.11
H -21.43 -7.69 24.42 0.12
H -25.12 0.26 19.68 0.06
H -22.57 3.36 26.83 0.08
H -25.96 -4.58 22.52 0.06
H -20.96 -2.12 28.30 0.10
H -17.70 3.79 30.28 0.09
H -26.06 -6.32 22.97 0.07
H -25.35 -5.18 27.55 0.10
H -18.15 -10.69 23.18 0.07
C -20.36 -7.59 24.60 -0.28
C -22.27 6.61 21.93 -0.08
O -18.97 -1.41 28.20 -0.16
H -19.76 -1.60 26.31 0.10
H -21.84 -2.51 23.99 0.07
H -12.48 -2.97 24.00 0.12
H -18.42 -5.98 20.62 0.09
H -21.49 -9.75 19.66 0.12
H -22.86 -5.26 27.60 0.10
H -23.79 2.84 16.06 0.09
C -19.09 5.06 28.43 -0.05
H -26.24 -6.28 28.43 0.11
C -25.37 0.35 18.62 -0.06
O -19.38 2.25 18.70 -0.17
O -18.64 3.85 30.48 -0.04
C -21.07 -7.61 19.53 -0.06
H -23.69 -3.43 20.39 0.06
C -18.16 3.69 24.13 -0.27
C -25.02 -7.20 26.87 -0.06
H -14.61 -0.70 24.54 0.12
O -16.76 3.86 24.00 -0.13
C -19.05 -10.69 19.20 -0.30
O -20.66 -3.63 18.91 -0.07
C -19.27 2.27 20.18 -0.23
H -23.81 4.01 18.16 0.05
H -25.39 -0.65 18.20 0.08
O -21.99 3.10 23.65 -0.08
C -25.22 -0.96 26.15 -0.48
H -18.66 4.43 23.51 0.11
C -18.70 2.31 24.02 -0.06
H -21.74 -0.74 21.97 0.09
H -15.89 0.37 22.76 0.06
H -19.38 -1.31 30.75 0.07
C -18.06 -4.15 21.13 -0.32
H -21.72 1.06 23.54 0.03
H -20.20 4.28 20.33 0.06
H -22.73 7.99 20.33 0.13
H -19.24 4.97 27.35 0.04
H -19.98 -8.09 26.65 0.09
C -24.27 1.58 14.43 -0.09
H -25.83 -1.94 27.57 0.09
O -18.94 -5.21 20.87 -0.11
H -20.09 1.88 16.11 0.07
C -20.30 1.21 18.29 -0.22
H -24.48 -1.73 24.16 0.07
H -23.25 6.49 22.37 0.08
C -20.84 1.65 16.87 -0.05
C -23.40 6.15 18.50 -0.26
C -19.89 -9.37 23.10 -0.27
H -16.46 -5.33 21.95 0.07
H -19.58 -11.42 23.68 0.07
C -17.16 -4.56 22.27 -0.06
H -21.10 3.81 25.87 0.06
H -20.65 -6.49 26.38 0.06
H -19.61 -8.67 22.32 0.10
H -22.99 -4.47 29.17 0.11
H -24.40 2.17 21.65 0.12
H -22.40 -4.52 20.96 0.06
H -25.03 -8.24 27.19 0.07
O -23.34 6.00 19.91 -0.22
H -18.43 4.30 20.03 0.08
H -20.00 -4.03 19.49 0.04
H -14.15 -5.03 23.17 0.07
O -21.83 0.16 23.84 -0.09
H -20.02 1.82 20.83 0.10
H -22.07 -2.19 18.92 0.10
H -13.54 -2.95 25.26 0.12
H -25.06 -0.08 24.11 0.06
H -19.23 -0.01 26.71 0.09
H -12.82 -5.32 24.39 0.09
H -15.52 -0.86 21.69 0.08
C -16.15 3.66 22.76 -0.30
H -21.41 6.78 20.08 0.12
H -18.20 1.53 24.60 0.07
C -20.29 -1.43 28.82 -0.25
C -22.93 -5.44 28.67 -0.27
C -13.68 -4.73 24.11 -0.07
C -25.21 -1.04 24.59 -0.02
H -21.14 1.19 19.00 0.09
```

Values from the calculation:
- Multiplicity: 1
- Calculated total energy: -3421.28605 Eh
- Net charge: 0
- Frontier orbital gap: 9.96 eV
- M: 1063.71 g/mol

No. 4
A molecular structure, C21H35BO2P2Zr. Source: the OMol25 dataset; level of theory: ωB97M-V/def2-TZVPD.

```
62
Properties=species:S:1:pos:R:3:lowdin_charge:R:1
C -0.94 1.60 7.32 -0.04
H 0.20 -0.91 -2.01 0.03
H -0.97 2.08 -3.09 0.10
H -0.81 -3.79 -0.67 0.08
H 1.57 -2.87 -1.74 0.02
C 0.70 3.18 0.62 -0.22
P 0.38 -1.88 0.14 0.79
C -1.74 1.25 6.22 0.03
H -1.42 1.82 8.27 0.13
H -2.32 1.03 1.31 0.06
C -0.88 -3.17 0.24 -0.22
C -0.26 -0.63 -1.06 -0.36
H 0.38 3.79 1.47 0.07
H 0.01 -2.19 4.40 0.13
C -0.32 -1.63 -4.01 -0.12
C -0.08 -1.90 3.33 -0.06
H 2.17 1.56 5.86 0.13
H -0.70 -3.78 1.12 0.06
C -1.09 -0.84 -5.03 -0.17
H 1.06 1.86 8.11 0.12
H 1.51 -2.50 -3.39 0.08
C 0.83 1.26 -3.85 -0.11
H -0.95 -2.24 -3.35 0.11
H -1.62 1.20 -5.55 0.13
H -2.45 0.59 -4.13 0.11
C -1.72 1.93 1.15 -0.21
P 0.02 1.51 0.85 0.77
C -1.47 0.61 -4.62 -0.17
C 1.94 -0.87 -4.79 -0.17
H -2.03 -1.37 -5.21 0.12
H 1.00 1.11 -1.30 0.08
H 1.80 3.14 0.59 0.06
H 2.71 -2.26 -0.48 0.05
C 1.53 0.60 -5.00 -0.17
H -2.82 1.19 6.29 0.14
H -0.57 -0.81 -6.00 0.12
C 0.45 1.65 7.22 -0.05
H 0.95 0.68 -5.93 0.12
H -1.34 -0.81 -1.19 0.11
H -1.88 -2.71 0.31 0.07
H 1.79 -3.77 -0.20 0.07
C -0.50 1.33 -3.73 -0.14
C 0.31 1.10 4.92 -0.24
H 2.05 -1.35 -5.78 0.13
C 1.75 -2.77 -0.66 -0.22
H -2.11 2.50 0.29 0.07
H -0.85 -2.54 2.88 0.08
O 0.77 0.53 3.79 -0.18
H -1.76 2.56 2.05 0.07
C 0.04 0.84 -0.85 -0.41
H 0.32 3.61 -0.32 0.07
C 1.10 1.48 6.00 0.02
O -1.61 0.15 4.03 0.15
H 2.46 1.17 -5.18 0.12
H -0.72 1.43 -1.36 0.06
H 0.95 -2.18 2.91 0.05
B -0.53 -0.38 3.31 -0.63
C 1.02 -1.69 -3.95 -0.14
C -1.09 0.92 5.04 -0.18
H 2.94 -0.89 -4.34 0.11
H 1.49 1.80 -3.16 0.10
Zr 1.32 -0.35 1.90 1.29
```

Values from the calculation:
- Multiplicity: 1
- Relative energy (zero: lowest compared OMol25 entry of this formula, charge and spin): 0.0000 eV
- Calculated total energy: -1725.62894 Eh
- Net charge: +2
- Frontier orbital gap: 6.09 eV
- M: 483.49 g/mol

- Number 3 is which compound?
  C54H142O17